1.
DFT (ωB97M-V/def2-TZVPD) results for C21H49InN5O7 as an isolated structure in a non-equilibrium geometry.

Last column: Löwdin charge in e.
Cartesian coordinates (Å):
C  0.045  2.090  6.486  -0.11
C  1.029  2.916  5.549  -0.26
C  1.429  2.109  4.253  -0.23
C  0.372  2.242  3.080  -0.18
C  -0.486  0.884  3.090  -0.26
C  -1.156  0.588  1.705  -0.29
C  -1.852  -0.840  1.644  -0.26
In  -2.338  -1.743  3.636  0.80
N  -0.689  -1.698  5.036  -0.17
C  -3.991  -0.539  4.598  -0.25
O  -4.149  0.816  4.028  -0.21
N  -3.884  1.710  5.032  -0.10
O  -3.270  2.643  4.625  -0.01
N  -2.827  -3.866  3.451  -0.01
C  -1.787  -4.439  3.628  -0.61
O  -0.697  -4.902  3.634  0.03
H  0.081  2.599  7.487  0.06
H  0.371  1.024  6.585  0.07
H  -1.015  2.149  6.117  0.06
H  0.560  3.899  5.270  0.10
H  1.984  3.069  6.128  0.09
H  1.616  1.048  4.557  0.10
H  2.421  2.511  3.902  0.10
H  -0.369  3.067  3.262  0.11
H  0.837  2.297  2.066  0.10
H  0.240  0.047  3.279  0.09
H  -1.223  1.001  3.929  0.08
H  -1.900  1.418  1.521  0.10
H  -0.397  0.699  0.874  0.08
H  -1.280  -1.519  0.952  0.02
H  -2.840  -0.668  1.120  0.03
H  -0.677  -0.747  5.425  -0.09
H  -0.979  -2.299  5.821  -0.06
H  -3.730  -0.375  5.683  0.04
H  -4.986  -1.066  4.587  0.04
C  1.828  -2.526  1.151  -0.09
O  1.144  -1.997  0.026  -0.20
C  1.859  -0.970  -0.650  -0.21
C  2.339  -1.448  -2.011  -0.21
N  3.408  -2.438  -1.885  -0.05
C  3.720  -3.135  -3.131  -0.20
C  2.614  -3.979  -3.774  -0.23
O  2.255  -5.134  -3.030  -0.18
C  1.315  -4.907  -1.990  -0.09
H  1.131  -3.162  1.699  0.09
H  2.682  -3.138  0.842  0.07
H  2.164  -1.727  1.819  0.09
H  2.685  -0.578  -0.047  0.12
H  1.149  -0.151  -0.809  0.11
H  2.708  -0.593  -2.584  0.11
H  1.473  -1.863  -2.539  0.09
H  3.137  -3.129  -1.197  0.07
H  4.563  -3.799  -2.914  0.11
H  4.078  -2.402  -3.863  0.11
H  3.008  -4.354  -4.724  0.12
H  1.726  -3.390  -4.031  0.11
H  0.606  -4.112  -2.236  0.09
H  1.830  -4.680  -1.055  0.07
H  0.756  -5.830  -1.833  0.09
C  -3.145  2.533  -2.806  -0.10
O  -2.943  2.445  -4.210  -0.20
C  -2.390  3.626  -4.782  -0.22
C  -0.955  3.391  -5.233  -0.22
N  -0.060  3.237  -4.090  -0.05
C  1.272  2.740  -4.434  -0.20
C  1.374  1.347  -5.067  -0.22
O  1.026  0.286  -4.193  -0.20
C  -0.366  0.017  -4.108  -0.08
H  -3.730  1.667  -2.497  0.09
H  -2.194  2.513  -2.267  0.08
H  -3.701  3.438  -2.543  0.09
H  -2.462  4.484  -4.107  0.12
H  -2.993  3.853  -5.668  0.12
H  -0.621  4.240  -5.839  0.12
H  -0.950  2.497  -5.868  0.10
H  -0.476  2.591  -3.432  0.07
H  1.848  2.726  -3.504  0.12
H  1.759  3.467  -5.094  0.11
H  2.428  1.187  -5.318  0.12
H  0.828  1.268  -6.013  0.11
H  -0.885  0.210  -5.050  0.09
H  -0.816  0.597  -3.299  0.07
H  -0.491  -1.037  -3.855  0.09

Atoms 1-3, force components in eV/Å:
C 0.17 1.10 -0.15
C 0.07 -1.19 0.06
C 0.22 1.37 -0.14

Output
E = -49523.59766 eV
net charge = -1
HOMO level = -5.034 eV
gap between HOMO and LUMO = 7.36 eV

***

2.
DFT (ωB97M-V/def2-TZVPD) results for a 6-piece molecular cluster, C21H50FNO13 overall in a non-equilibrium geometry.

Last column: Löwdin charge in e.
Cartesian coordinates (Å):
N  43.300  53.100  59.623  0.38
H  43.609  53.103  60.522  0.07
H  43.014  52.112  59.349  0.14
H  43.943  53.228  59.046  -0.01
H  42.607  53.888  59.528  0.13
O  44.749  50.699  58.357  -0.44
H  44.999  50.028  58.958  -0.16
C  42.329  51.148  56.241  0.04
C  42.678  49.701  55.780  -0.20
O  42.512  49.735  54.360  0.18
C  42.149  50.863  53.963  -0.74
O  41.962  50.997  52.754  0.11
O  42.122  51.714  54.875  0.12
F  42.066  48.670  56.515  0.03
H  43.057  51.560  56.902  0.07
H  41.447  51.218  56.834  0.12
H  43.670  49.433  55.910  0.13
C  48.006  53.288  59.679  -0.08
O  47.744  52.543  60.834  -0.18
C  46.960  51.436  60.640  -0.22
C  46.673  50.652  61.939  -0.31
O  46.278  51.410  62.868  -0.10
C  46.116  50.685  64.065  -0.22
C  45.633  51.554  65.100  -0.29
O  46.747  52.198  65.534  -0.18
C  46.737  53.043  66.760  -0.02
H  48.596  52.553  59.143  0.11
H  48.508  54.195  60.099  0.12
H  47.267  53.647  59.148  -0.01
H  47.299  50.697  59.891  0.13
H  45.943  51.891  60.236  0.13
H  47.638  50.206  62.349  0.14
H  45.862  49.790  61.951  0.15
H  46.975  50.054  64.475  0.18
H  45.261  50.099  63.893  0.09
H  45.234  50.802  65.913  0.16
H  44.856  52.295  64.890  0.12
H  45.868  53.711  66.725  0.08
H  47.524  53.680  66.682  0.04
H  46.785  52.428  67.693  0.10
C  45.604  55.434  57.559  -0.05
O  44.184  55.121  57.750  -0.23
C  43.512  55.075  56.503  -0.16
C  42.008  55.254  56.626  -0.34
O  41.568  54.916  57.726  -0.11
C  40.309  55.399  58.014  -0.09
C  40.085  54.756  59.519  -0.12
O  40.054  53.348  59.271  -0.16
C  39.244  52.701  60.258  -0.08
H  46.202  55.573  58.436  0.06
H  45.727  56.170  56.842  0.05
H  46.055  54.292  57.230  0.17
H  43.635  54.029  56.380  0.11
H  43.833  55.775  55.770  0.12
H  41.354  54.855  55.856  0.15
H  42.013  56.311  56.431  0.12
H  39.673  55.299  57.209  0.11
H  40.288  56.461  58.130  0.12
H  39.243  55.202  59.860  0.08
H  40.835  55.093  60.203  0.10
H  39.661  52.779  61.354  0.12
H  39.085  51.634  60.000  0.11
H  38.355  53.056  60.391  0.01
C  42.296  49.570  60.055  -0.16
O  41.976  50.621  60.882  -0.23
C  42.489  50.350  62.290  -0.06
C  42.067  51.577  63.163  -0.35
O  42.612  52.592  62.626  -0.10
C  42.146  53.794  63.443  -0.09
C  42.937  55.013  62.960  -0.23
O  42.785  55.135  61.606  -0.20
C  43.409  56.300  61.156  -0.07
H  43.258  49.082  60.195  0.07
H  42.558  50.031  59.152  0.03
H  41.507  48.760  60.495  0.15
H  43.571  50.332  62.417  0.10
H  41.927  49.485  62.597  0.12
H  42.321  51.397  64.154  0.11
H  41.016  51.694  63.180  0.11
H  42.194  53.856  64.493  0.11
H  41.073  53.882  63.143  0.13
H  43.862  54.562  63.343  0.14
H  42.538  55.807  63.531  0.12
H  44.452  56.169  61.475  0.12
H  42.697  57.081  61.224  0.10
H  43.729  56.195  60.183  0.04

Atoms 1-3, force components in eV/Å:
N -8.87 -1.78 2.31
H 1.13 -0.29 3.50
H -0.13 0.99 0.72

Output
E = -53395.13255 eV
HOMO level = -7.083 eV
gap between HOMO and LUMO = 7.28 eV
ΔE to the lowest compared entry with this formula, charge and spin = 0.222 eV

***

3.
DFT (ωB97M-V/def2-TZVPD) results for C21H51BCl32NNbO2P as an isolated structure in a non-equilibrium geometry.

Last column: Löwdin charge in e.
Cartesian coordinates (Å):
C  -4.841  -0.318  -1.691  -0.14
C  -4.202  0.812  -2.729  -0.47
C  -4.192  0.336  -4.300  -0.14
C  -2.608  0.981  -2.253  -0.44
Nb  -1.947  3.166  -2.540  1.14
B  -1.316  5.406  -2.631  -0.73
N  -2.390  6.392  -2.122  -0.02
O  0.015  5.802  -3.136  -0.09
P  0.074  2.806  -1.005  0.60
C  0.763  1.028  -1.111  -0.43
O  -0.606  2.965  0.628  -0.49
H  -5.926  -0.655  -1.973  0.07
H  -4.857  0.113  -0.582  0.05
H  -4.068  -1.206  -1.677  0.07
H  -4.682  1.884  -2.563  0.07
H  -4.142  -0.846  -4.434  0.04
H  -5.122  0.706  -4.925  0.08
H  -3.203  0.769  -4.786  0.04
H  -2.608  0.715  -1.102  0.02
H  -1.994  0.229  -2.910  0.04
H  -1.026  2.771  -4.047  -0.13
H  -3.422  3.480  -3.578  -0.11
H  -2.966  3.584  -1.094  -0.13
H  -3.280  6.062  -2.601  -0.01
H  -2.520  6.103  -1.108  0.01
H  0.509  4.928  -3.313  0.05
H  -0.029  0.188  -0.829  -0.02
H  1.613  0.935  -0.279  -0.01
H  1.253  0.798  -2.163  -0.01
H  -1.377  2.322  0.605  0.01
C  -1.184  -2.272  1.381  -1.07
Cl  -2.458  -1.135  1.837  0.50
Cl  -0.909  -2.253  -0.365  0.52
H  -0.258  -1.991  1.890  -0.06
H  -1.480  -3.279  1.684  0.02
C  3.496  -0.018  -4.733  -1.09
Cl  2.878  1.609  -4.427  0.51
Cl  3.245  -1.069  -3.334  0.53
H  2.973  -0.441  -5.594  0.01
H  4.567  0.042  -4.945  -0.11
C  -0.004  -2.343  5.322  -1.02
Cl  -1.764  -2.209  5.227  0.49
Cl  0.670  -2.959  3.808  0.57
H  0.418  -1.355  5.523  0.04
H  0.258  -3.028  6.132  -0.10
C  -1.170  0.078  -7.504  -1.05
Cl  -0.086  -0.237  -6.144  0.50
Cl  -1.886  1.690  -7.388  0.51
H  -0.603  0.006  -8.435  0.02
H  -1.969  -0.668  -7.501  -0.06
C  2.860  -4.759  7.821  -1.10
Cl  1.586  -3.622  8.277  0.53
Cl  3.134  -4.741  6.075  0.52
H  3.786  -4.479  8.329  -0.05
H  2.563  -5.767  8.124  -0.09
C  -3.062  7.154  -5.731  -1.03
Cl  -4.331  5.929  -5.615  0.49
Cl  -3.673  8.634  -6.479  0.48
H  -2.700  7.387  -4.726  0.01
H  -2.243  6.761  -6.337  0.03
C  -5.950  4.558  0.620  -1.02
Cl  -4.955  5.301  -0.639  0.53
Cl  -5.678  2.813  0.697  0.50
H  -5.693  5.001  1.585  0.03
H  -7.003  4.744  0.397  0.02
C  4.301  3.013  -1.264  -1.05
Cl  3.872  2.228  0.261  0.51
Cl  3.713  4.679  -1.309  0.50
H  5.389  3.017  -1.369  0.02
H  3.853  2.455  -2.090  -0.04
C  4.077  -3.762  -0.874  -1.04
Cl  2.317  -3.628  -0.969  0.48
Cl  4.751  -4.378  -2.388  0.48
H  4.499  -2.774  -0.673  0.03
H  4.338  -4.447  -0.064  0.02
C  6.078  -0.098  -7.581  -0.97
Cl  5.460  1.530  -7.274  0.52
Cl  5.827  -1.148  -6.182  0.59
H  5.555  -0.521  -8.442  0.03
H  7.148  -0.037  -7.793  0.03
C  -5.076  -1.064  7.297  -1.03
Cl  -6.351  0.073  7.752  0.50
Cl  -4.802  -1.046  5.550  0.49
H  -4.150  -0.783  7.805  0.03
H  -5.373  -2.071  7.600  0.03
C  5.208  4.907  -5.158  -1.01
Cl  6.496  6.055  -5.539  0.50
Cl  5.873  3.337  -4.691  0.47
H  4.613  5.301  -4.330  0.01
H  4.574  4.777  -6.039  0.03
C  -2.326  -6.097  6.603  -1.00
Cl  -2.974  -6.068  8.247  0.50
Cl  -0.715  -5.371  6.541  0.53
H  -2.262  -7.134  6.264  0.03
H  -2.995  -5.534  5.947  0.03
C  4.401  -6.328  10.804  -0.94
Cl  4.940  -4.679  10.463  0.58
Cl  2.860  -6.671  10.008  0.61
H  5.154  -7.031  10.439  0.04
H  4.279  -6.447  11.883  0.04
C  6.620  -2.384  12.635  -1.05
Cl  7.908  -1.235  12.254  0.51
Cl  7.285  -3.954  13.101  0.48
H  6.025  -1.989  13.462  0.03
H  5.986  -2.513  11.754  -0.02
C  -4.119  -3.648  -6.208  -1.01
Cl  -2.767  -2.508  -6.209  0.57
Cl  -5.619  -2.855  -6.703  0.50
H  -3.899  -4.461  -6.904  0.02
H  -4.244  -4.049  -5.199  0.03

Atoms 1-3, force components in eV/Å:
C 0.48 0.57 -0.02
C 0.76 -0.19 0.78
C 0.17 0.02 -0.15

Output
E = -440415.38310 eV
net charge = -1
HOMO level = -3.489 eV
gap between HOMO and LUMO = 4.55 eV